1.
Density functional theory data (ωB97M-V/def2-TZVPD) for C49H40Cl2CuN2O2P2Si as an isolated structure.

Structure (XYZ):
```
99
Properties=species:S:1:pos:R:3:lowdin_charge:R:1
Cu 0.419 -0.124 0.312 0.0424
C 3.757 -1.577 0.917 -0.1903
Si 1.912 -1.685 1.253 0.6603
C 1.652 -1.664 3.130 -0.2728
C 2.472 -2.369 4.018 -0.0913
C 2.256 -2.321 5.385 -0.0775
C 1.215 -1.556 5.900 -0.0752
C 0.401 -0.838 5.042 -0.0742
C 0.618 -0.889 3.666 -0.3556
P -0.394 0.081 2.494 1.0790
C -0.116 1.807 2.996 -0.3391
C -1.117 2.770 2.879 -0.1056
C -0.828 4.110 3.097 -0.0795
C 0.465 4.505 3.406 -0.0839
C 1.470 3.553 3.506 -0.0687
C 1.182 2.211 3.307 -0.0736
C -2.112 -0.291 2.967 -0.3286
C -2.799 -1.215 2.184 -0.0712
C -4.092 -1.597 2.512 -0.0679
C -4.713 -1.048 3.623 -0.0803
C -4.039 -0.119 4.406 -0.0769
C -2.746 0.258 4.082 -0.1036
C 1.354 -3.360 0.546 -0.2640
C 1.877 -4.576 0.998 -0.0861
C 1.625 -5.761 0.329 -0.0773
C 0.861 -5.756 -0.834 -0.0768
C 0.323 -4.568 -1.295 -0.0962
C 0.541 -3.380 -0.593 -0.3543
P -0.188 -1.803 -1.147 1.0694
C -1.978 -2.091 -1.299 -0.3625
C -2.718 -0.995 -1.756 -0.0950
C -4.098 -1.073 -1.833 -0.0688
C -4.757 -2.232 -1.441 -0.0898
C -4.029 -3.314 -0.972 -0.0930
C -2.642 -3.247 -0.901 -0.0918
C 0.405 -1.640 -2.856 -0.3401
C 1.671 -1.082 -3.025 -0.0978
C 2.191 -0.910 -4.298 -0.0770
C 1.445 -1.282 -5.408 -0.0831
C 0.183 -1.835 -5.243 -0.0816
C -0.337 -2.015 -3.970 -0.0890
H 4.295 -2.436 1.328 0.0260
H 4.168 -0.661 1.345 0.0128
H 3.940 -1.548 -0.159 0.0281
H 3.298 -2.958 3.636 0.0953
H 2.902 -2.874 6.055 0.1035
H 1.047 -1.514 6.968 0.1038
H -0.401 -0.233 5.447 0.0990
H -2.124 2.476 2.610 0.1103
H -1.616 4.848 3.011 0.1075
H 0.694 5.553 3.553 0.1058
H 2.485 3.855 3.732 0.1112
H 1.975 1.475 3.380 0.1148
H -2.324 -1.632 1.304 0.0788
H -4.610 -2.313 1.888 0.0977
H -5.724 -1.338 3.879 0.1028
H -4.524 0.316 5.271 0.1040
H -2.234 0.993 4.692 0.1012
H 2.502 -4.595 1.884 0.0958
H 2.041 -6.691 0.697 0.1032
H 0.689 -6.676 -1.378 0.1038
H -0.265 -4.558 -2.206 0.1092
H -2.199 -0.089 -2.052 0.0779
H -4.663 -0.221 -2.189 0.1051
H -5.837 -2.288 -1.495 0.1016
H -4.536 -4.218 -0.658 0.1037
H -2.088 -4.093 -0.514 0.0989
H 2.232 -0.743 -2.159 0.0953
H 3.170 -0.465 -4.424 0.1071
H 1.845 -1.135 -6.404 0.1008
H -0.402 -2.121 -6.108 0.1022
H -1.331 -2.429 -3.846 0.1050
Cl 2.035 6.975 0.472 0.6385
C 1.966 5.251 0.229 -0.6833
C 3.150 4.503 0.276 -0.1303
C 3.108 3.146 0.111 -0.5758
Cl 4.582 2.234 0.176 0.6996
C 1.890 2.422 -0.109 -0.4050
O 1.908 1.164 -0.301 -0.1541
C 0.709 3.227 -0.130 -0.1376
C -0.612 2.665 -0.278 -0.2035
O -0.936 1.480 -0.285 -0.0519
C 0.771 4.623 0.024 -0.0826
H 4.098 4.996 0.446 0.1056
H -1.415 3.417 -0.380 0.1369
H -0.147 5.198 -0.001 0.1162
N 0.721 4.302 -6.100 0.1042
C 0.235 3.291 -5.289 -0.3292
C -0.988 2.673 -5.555 -0.0301
C -1.449 1.706 -4.681 -0.1498
N -0.802 1.313 -3.586 0.0704
C 0.369 1.904 -3.345 -0.1449
C 0.922 2.885 -4.146 -0.0075
H 0.374 4.319 -7.044 0.0899
H 1.709 4.482 -6.035 0.0911
H -1.570 2.947 -6.426 0.1041
H -2.397 1.214 -4.879 0.1051
H 0.900 1.567 -2.460 0.0878
H 1.875 3.329 -3.881 0.1130
```

The multiplicity is 2. The HOMO energy (alpha / beta) comes out at -0.22257 / -0.27035 Eh. As for the expectation value of S²: 0.755.



2.
Density functional theory data (ωB97M-V/def2-TZVPD) for a 3-piece molecular cluster, C49H40F5IN4O4S3 overall at a distorted geometry.

Structure (XYZ):
```
106
Properties=species:S:1:pos:R:3:lowdin_charge:R:1
C 6.674 2.780 -2.500 0.0446
C 5.619 3.000 -1.719 -0.1397
N 5.230 1.928 -0.814 -0.0381
C 4.027 1.255 -1.219 -0.2076
C 4.151 0.336 -2.292 0.0152
C 3.017 -0.335 -2.788 0.0024
C 1.717 -0.134 -2.265 -0.1675
N 0.543 -0.797 -2.791 0.0694
C 0.065 -1.858 -1.938 -0.4511
C 0.854 -2.472 -0.776 0.0152
O -1.044 -2.285 -2.153 0.1041
C 0.728 -1.241 -4.165 -0.4294
C 1.218 -2.669 -4.520 0.0188
O 0.472 -0.490 -5.063 0.1303
C 1.576 0.767 -1.168 -0.1466
C 0.186 0.988 -0.565 -0.1657
C -0.871 1.581 -1.561 -0.2081
C -1.983 2.315 -0.739 -0.4673
S -3.436 1.265 -0.404 0.8927
C -4.882 2.323 -0.543 -1.0535
S -5.009 3.345 -1.827 0.6950
N -5.960 2.315 0.401 -0.0901
C -7.080 1.514 -0.037 -0.2523
C -8.332 1.663 0.628 -0.0124
C -9.416 0.877 0.226 -0.0890
C -9.349 -0.085 -0.814 -0.0873
C -8.114 -0.214 -1.480 -0.0764
C -7.011 0.582 -1.093 -0.0452
C -5.540 1.919 1.739 -0.2710
C -5.108 2.887 2.663 -0.0133
C -4.681 2.517 3.966 -0.0778
C -4.688 1.162 4.329 -0.0908
C -5.144 0.180 3.414 -0.0701
C -5.563 0.550 2.120 -0.0352
C 2.734 1.441 -0.689 -0.3285
S 2.510 2.608 0.680 0.9608
C 4.167 2.677 1.374 -0.4503
C 4.303 3.105 2.722 -0.5753
I 2.555 3.607 3.849 1.0082
C 5.610 3.171 3.297 -0.2270
C 5.716 3.597 4.769 -0.1497
O 5.177 2.545 5.602 -0.0035
C 5.868 1.378 5.527 -0.6702
F 5.797 0.798 6.760 0.1352
F 7.181 1.527 5.265 0.1615
F 5.304 0.486 4.688 0.1596
C 6.705 2.840 2.488 0.0462
C 6.547 2.417 1.151 -0.1428
O 7.734 2.131 0.436 0.0653
C 8.424 3.265 0.345 -0.3238
N 8.822 4.320 0.124 0.1897
C 5.267 2.325 0.554 -0.1430
H 7.085 3.548 -3.166 0.0712
H 7.167 1.795 -2.524 0.0797
H 5.093 3.966 -1.769 0.1319
H 5.107 0.130 -2.783 0.1175
H 3.177 -1.008 -3.644 0.1128
H 1.937 -2.259 -0.782 0.0887
H 0.456 -2.174 0.209 0.0663
H 0.747 -3.574 -0.831 0.0998
H 0.353 -3.365 -4.491 0.0651
H 1.684 -2.641 -5.519 0.0983
H 1.946 -2.964 -3.735 0.0867
H 0.184 1.619 0.340 0.0720
H -0.198 -0.006 -0.248 0.1049
H -1.289 0.784 -2.201 0.0996
H -0.379 2.342 -2.200 0.1251
H -2.340 3.158 -1.366 0.0412
H -1.584 2.784 0.181 0.0830
H -8.412 2.378 1.456 0.1212
H -10.381 1.001 0.734 0.1016
H -10.223 -0.695 -1.068 0.0999
H -8.024 -0.949 -2.293 0.1050
H -6.083 0.429 -1.664 0.0997
H -5.100 3.951 2.399 0.1175
H -4.332 3.292 4.658 0.1022
H -4.356 0.791 5.308 0.1013
H -5.195 -0.885 3.668 0.1039
H -5.918 -0.247 1.452 0.1213
H 5.057 4.472 4.921 0.0930
H 6.727 3.921 5.067 0.1391
H 7.710 2.903 2.928 0.1419
F -0.762 -4.887 -4.541 0.0307
C -1.890 -5.433 -5.044 -0.2726
C -3.074 -4.728 -4.958 -0.0086
C -4.232 -5.287 -5.479 -0.0790
C -4.193 -6.545 -6.068 -0.0971
C -2.995 -7.242 -6.142 -0.0846
C -1.832 -6.681 -5.631 -0.0185
H -3.085 -3.752 -4.488 0.1207
H -5.166 -4.742 -5.426 0.1057
H -5.099 -6.981 -6.471 0.1007
H -2.965 -8.224 -6.597 0.1044
H -0.887 -7.206 -5.686 0.1165
F 1.187 -0.751 1.765 0.0470
C 1.522 -1.231 2.978 -0.2691
C 1.180 -2.527 3.312 -0.0171
C 1.530 -3.019 4.561 -0.0809
C 2.207 -2.207 5.462 -0.0880
C 2.539 -0.905 5.111 -0.0752
C 2.199 -0.414 3.859 -0.0169
H 0.644 -3.142 2.599 0.1122
H 1.275 -4.036 4.832 0.1053
H 2.477 -2.591 6.438 0.1030
H 3.063 -0.271 5.814 0.1004
H 2.457 0.596 3.565 0.0549
```

The HOMO energy comes out at -0.30248 Eh. The SMILES is C=CN1c2ccc(N(C(C)=O)C(C)=O)c(CCCSC(=S)N(c3ccccc3)c3ccccc3)c2Sc2c(I)c(COC(F)(F)F)cc(OC#N)c21.Fc1ccccc1.Fc1ccccc1.



3.
Density functional theory data (ωB97M-V/def2-TZVPD) for C49H41AsCrN4O4 as an isolated structure.

Structure (XYZ):
```
100
Properties=species:S:1:pos:R:3:lowdin_charge:R:1
Cr 0.515 0.880 -0.517 0.8305
C 4.205 1.400 -2.434 -0.0185
C 2.946 0.652 -2.062 -0.4362
O 1.964 1.397 -1.706 -0.1282
C 2.923 -0.722 -2.135 -0.0281
C 1.782 -1.512 -1.818 -0.3158
C 1.848 -2.998 -2.038 -0.0351
N 0.707 -0.976 -1.325 -0.0383
N -0.366 -1.842 -1.081 0.1066
C -1.267 -1.220 -0.387 -0.4639
O -1.174 0.008 0.017 -0.1537
C -2.528 -1.942 -0.057 -0.1431
C -2.603 -3.332 -0.104 -0.0494
C -3.786 -3.979 0.213 -0.0835
C -4.912 -3.242 0.561 -0.0992
C -4.846 -1.857 0.593 -0.0958
C -3.656 -1.209 0.294 -0.0277
H 4.019 2.468 -2.358 0.0809
H 4.526 1.152 -3.448 0.0748
H 5.011 1.135 -1.748 0.0829
H 3.811 -1.233 -2.479 0.0962
H 2.800 -3.274 -2.487 0.0669
H 1.025 -3.326 -2.673 0.0756
H 1.732 -3.517 -1.085 0.0742
H -1.722 -3.890 -0.390 0.1002
H -3.831 -5.062 0.191 0.0965
H -5.838 -3.749 0.808 0.0950
H -5.718 -1.276 0.866 0.0978
H -3.583 -0.131 0.328 0.1150
C 0.890 3.685 4.541 -0.0918
C 0.708 4.667 3.575 -0.0904
C 0.386 4.321 2.273 -0.0242
C 0.248 2.979 1.939 -0.2217
C 0.440 1.993 2.894 -0.0453
C 0.754 2.348 4.198 -0.0587
N -0.077 2.592 0.599 0.0131
N -0.920 3.358 0.067 0.1119
C -1.239 3.005 -1.242 -0.2780
C -2.136 3.823 -1.935 -0.0423
C -2.469 3.490 -3.231 -0.1132
C -1.902 2.349 -3.810 -0.0988
C -1.016 1.552 -3.104 -0.0832
C -0.656 1.855 -1.785 -0.1433
H 1.149 3.962 5.556 0.0954
H 0.828 5.712 3.836 0.0953
H 0.253 5.073 1.509 0.1048
H 0.364 0.957 2.598 0.0415
H 0.904 1.572 4.939 0.0958
H -2.547 4.697 -1.445 0.1011
H -3.160 4.102 -3.797 0.0880
H -2.164 2.088 -4.829 0.0923
H -0.592 0.675 -3.581 0.1004
O 3.283 1.774 1.073 0.0552
C 2.782 0.706 1.403 -0.5906
O 1.712 0.174 0.925 -0.1419
C 3.407 -0.106 2.521 -0.1139
C 4.447 0.439 3.264 -0.0203
C 5.015 -0.280 4.305 -0.0885
C 4.553 -1.557 4.602 -0.1047
C 3.517 -2.107 3.858 -0.1181
C 2.942 -1.381 2.825 -0.0344
H 4.787 1.434 3.008 0.1138
H 5.820 0.153 4.887 0.0941
H 4.999 -2.121 5.412 0.0943
H 3.155 -3.104 4.086 0.1028
H 2.124 -1.783 2.239 0.1008
C -5.477 -0.058 3.443 -0.1072
C -4.476 0.837 3.090 -0.0830
C -3.156 0.414 3.036 -0.1272
C -2.820 -0.902 3.350 -0.3915
C -3.829 -1.796 3.686 -0.0983
C -5.151 -1.375 3.734 -0.1037
As -0.918 -1.328 3.232 1.4080
C -0.912 -3.282 3.273 -0.3756
C -1.272 -4.050 4.379 -0.1176
C -1.198 -5.434 4.328 -0.0930
C -0.752 -6.065 3.173 -0.0991
C -0.379 -5.309 2.073 -0.0880
C -0.457 -3.922 2.124 -0.1297
C -0.452 -1.035 5.118 -0.3793
C -1.240 -0.289 5.988 -0.1060
C -0.790 0.006 7.271 -0.0966
C 0.454 -0.437 7.695 -0.1037
C 1.249 -1.179 6.830 -0.0834
C 0.799 -1.472 5.553 -0.1169
H -6.510 0.267 3.476 0.0977
H -4.721 1.863 2.841 0.1041
H -2.383 1.113 2.731 0.0978
H -3.593 -2.832 3.895 0.0937
H -5.930 -2.083 3.990 0.1018
H -1.594 -3.561 5.292 0.1032
H -1.482 -6.022 5.193 0.0965
H -0.690 -7.146 3.136 0.0953
H -0.025 -5.794 1.171 0.1021
H -0.169 -3.332 1.259 0.0789
H -2.210 0.072 5.670 0.0938
H -1.415 0.589 7.936 0.0971
H 0.807 -0.199 8.691 0.0941
H 2.228 -1.518 7.145 0.0986
H 1.437 -2.034 4.880 0.0631
```

Its charge is -1. The multiplicity is 2. The HOMO energy (alpha / beta) comes out at -0.15742 / -0.15893 Eh. As for the expectation value of S²: 0.766.



Relative energy (zero: lowest compared OMol25 entry of this formula, charge and spin): 0.0 17.6 7.3 (kcal/mol)